# 1
A molecular structure, C4H8O2 in a non-equilibrium geometry. Source: OMol25; level of theory: ωB97M-V/def2-TZVPD.

Geometry (Å):
C 1.949 -0.092 -0.741
C 0.629 0.211 -0.140
O 0.476 1.280 0.469
C -0.518 -0.582 -0.514
C -1.816 -0.079 0.051
O -1.866 1.208 -0.486
H 2.669 -0.246 0.035
H 2.050 -0.912 -1.435
H 2.239 0.811 -1.242
H -0.578 -1.005 -1.522
H 0.322 -1.233 0.347
H -1.799 -0.069 1.149
H -2.679 -0.643 -0.296
H -1.051 1.603 -0.047

Calculated values
**Orbital gap**: 10.620 eV
**LUMO level**: 0.712 eV
**ΔE to the lowest compared entry with this formula, charge and spin**: 2.860 eV
**Total charge**: 0
**Highest occupied orbital energy**: -9.91 eV
**Total energy**: -8370.422 eV

***

# 2
A molecular structure, C19H41HfNOP2Si in a non-equilibrium geometry. Source: OMol25; level of theory: ωB97M-V/def2-TZVPD.

Geometry (Å):
Hf -0.572 0.586 -0.157
Si 1.928 0.627 -1.338
P -0.669 0.799 -2.878
N -0.947 -1.326 -0.558
H -0.827 2.307 1.049
C -2.477 0.971 -3.152
H -2.689 1.223 -4.201
H -2.890 1.749 -2.498
H -2.969 0.024 -2.896
C -0.079 2.256 -3.814
H -0.502 2.236 -4.828
H 1.015 2.257 -3.880
H -0.400 3.177 -3.312
C -0.351 -0.582 -4.040
H -0.654 -0.293 -5.057
H -0.928 -1.462 -3.733
H 0.709 -0.850 -4.043
C 2.838 2.297 -1.237
H 2.721 2.733 -0.236
H 2.458 3.002 -1.989
H 3.910 2.135 -1.422
H 2.818 -0.288 -0.541
H 2.262 0.225 -2.738
C -0.892 -2.632 -0.876
C -1.873 -4.888 -0.892
C -1.996 -3.524 -0.655
C 0.294 -3.219 -1.433
C 0.390 -4.587 -1.657
C -0.685 -5.438 -1.386
H -2.715 -5.543 -0.696
H -2.920 -3.087 -0.280
H 1.129 -2.548 -1.661
H 1.315 -4.990 -2.053
H -0.599 -6.512 -1.561
C -1.724 2.845 0.392
O -2.214 1.718 -0.376
C -2.932 3.415 1.156
H -2.784 4.436 1.535
H -3.240 2.775 1.987
H -3.788 3.470 0.466
C -1.069 3.947 -0.436
H -1.584 4.098 -1.395
H -0.005 3.755 -0.641
H -1.107 4.916 0.087
C -1.537 -0.631 3.407
C -0.178 0.064 3.502
P 0.841 -0.064 1.992
C 2.379 0.890 2.311
C 2.956 0.772 3.718
C 1.354 -1.840 1.969
C 1.849 -2.431 3.289
H -2.164 -0.214 2.604
H -2.077 -0.482 4.351
H -1.454 -1.714 3.238
H -0.322 1.144 3.658
H 0.414 -0.312 4.348
H 3.111 0.553 1.561
H 2.159 1.943 2.063
H 3.407 -0.212 3.884
H 3.750 1.518 3.840
H 2.215 0.952 4.506
H 0.497 -2.409 1.574
H 2.138 -1.913 1.200
H 1.204 -2.202 4.146
H 1.885 -3.524 3.196
H 2.867 -2.096 3.516

Calculated values
**Orbital gap**: 6.713 eV
**LUMO level**: 0.292 eV
**Total charge**: 0
**Highest occupied orbital energy**: -6.42 eV
**Total energy**: -51667.882 eV

***

# 3
A molecular structure, C36H46BrNP2Rh. Source: OMol25; level of theory: ωB97M-V/def2-TZVPD.

Geometry (Å):
Rh 0.428 -0.517 0.563
C 3.384 3.241 2.021
C 2.900 2.008 1.264
C 3.566 1.905 -0.105
P 1.077 1.746 1.108
C 0.342 2.369 2.670
C 0.856 1.570 3.867
C -1.181 2.335 2.590
C 0.432 2.891 -0.156
C 0.820 4.218 -0.231
C 0.372 5.066 -1.243
C 0.830 6.489 -1.321
C -0.489 4.541 -2.213
C -0.926 3.241 -2.151
C -0.510 2.389 -1.098
N -0.891 1.099 -0.971
C -1.933 0.523 -1.656
C -3.143 1.164 -1.958
C -4.141 0.484 -2.623
C -3.976 -0.841 -3.028
C -5.069 -1.572 -3.748
C -2.781 -1.481 -2.708
C -1.775 -0.839 -2.002
P -0.228 -1.638 -1.480
C 0.902 -1.555 -2.937
C 1.597 -0.196 -2.967
C 0.237 -1.828 -4.284
C -0.568 -3.411 -1.084
C -0.489 -4.424 -2.225
C -1.872 -3.559 -0.301
H 4.467 3.181 2.137
H 2.953 3.319 3.018
H 3.178 4.165 1.484
H 3.194 1.123 1.843
H 3.355 2.786 -0.713
H 3.223 1.032 -0.656
H 4.647 1.826 0.012
H 0.671 3.412 2.754
H 0.432 0.567 3.866
H 0.560 2.066 4.792
H 1.942 1.471 3.878
H -1.536 1.332 2.345
H -1.565 3.027 1.841
H -1.607 2.610 3.555
H 1.496 4.622 0.509
H 1.428 6.764 -0.454
H -0.019 7.169 -1.380
H 1.435 6.648 -2.215
H -0.811 5.172 -3.031
H -1.563 2.849 -2.930
H -3.307 2.179 -1.625
H -5.075 0.989 -2.835
H -5.666 -0.894 -4.355
H -5.740 -2.055 -3.035
H -4.663 -2.347 -4.396
H -2.646 -2.509 -3.016
H 1.652 -2.330 -2.730
H 0.875 0.607 -3.127
H 2.319 -0.161 -3.783
H 2.118 0.007 -2.035
H -0.518 -1.071 -4.501
H -0.238 -2.804 -4.334
H 0.987 -1.782 -5.074
H 0.257 -3.628 -0.391
H -1.301 -4.299 -2.940
H -0.578 -5.430 -1.813
H 0.454 -4.377 -2.765
H -2.732 -3.567 -0.969
H -2.011 -2.760 0.428
H -1.861 -4.502 0.244
Br 2.761 -1.743 0.810
C 2.266 -2.662 2.413
C 3.198 -3.448 3.020
C 2.839 -4.133 4.199
C 1.579 -4.004 4.707
C 0.613 -3.187 4.069
C -0.697 -3.060 4.597
C -1.625 -2.279 3.971
C -1.279 -1.581 2.795
C -0.020 -1.645 2.234
C 0.944 -2.480 2.886
H 4.192 -3.545 2.610
H 3.569 -4.761 4.690
H 1.297 -4.530 5.609
H -0.946 -3.601 5.500
H -2.624 -2.192 4.375
H -2.045 -0.972 2.323

Calculated values
**Expectation value of S²**: 6.067
**Orbital gap (alpha / beta)**: 7.732 / 6.051 eV
**LUMO level (alpha / beta)**: -1.770 / -4.502 eV
**Total charge**: +1
**Highest occupied orbital energy (alpha / beta)**: -9.50 / -10.55 eV
**Spin multiplicity**: 5
**Total energy**: -131191.592 eV

***

# 4
C20H22N2O2 in the gas phase. Source: OMol25; level of theory: ωB97M-V/def2-TZVPD.

Geometry (Å):
C 5.888 1.530 -0.498
O 5.479 0.281 0.001
C 4.144 0.005 0.047
C 3.135 0.861 -0.376
C 1.808 0.477 -0.283
C 1.460 -0.768 0.230
N 0.116 -1.161 0.294
C -0.418 -2.130 1.083
O 0.155 -2.839 1.879
C -1.911 -2.197 0.753
C -2.307 -3.610 0.328
C -1.929 -3.613 -1.151
C -2.312 -2.193 -1.575
N -2.088 -1.334 -0.413
C -0.933 -0.459 -0.441
C -1.312 0.861 0.205
C -1.128 1.089 1.560
C -1.524 2.293 2.115
C -2.108 3.267 1.328
C -2.307 3.052 -0.032
C -2.956 4.105 -0.878
C -1.903 1.843 -0.579
C 2.475 -1.626 0.654
C 3.793 -1.242 0.566
H 5.491 2.354 0.104
H 6.976 1.531 -0.434
H 5.588 1.665 -1.542
H 3.361 1.836 -0.778
H 1.047 1.171 -0.603
H -2.493 -1.832 1.605
H -3.380 -3.758 0.450
H -1.771 -4.355 0.914
H -0.854 -3.767 -1.263
H -2.455 -4.374 -1.724
H -3.380 -2.147 -1.816
H -1.751 -1.842 -2.443
H -0.608 -0.280 -1.475
H -0.668 0.335 2.182
H -1.374 2.471 3.170
H -2.415 4.205 1.767
H -2.509 5.079 -0.688
H -4.017 4.174 -0.638
H -2.858 3.872 -1.935
H -2.050 1.658 -1.634
H 2.222 -2.589 1.066
H 4.581 -1.900 0.896

Calculated values
**Orbital gap**: 8.672 eV
**LUMO level**: 0.743 eV
**ΔE to the lowest compared entry with this formula, charge and spin**: 1.415 eV
**Total charge**: 0
**Highest occupied orbital energy**: -7.93 eV
**SMILES**: COc1ccc(N2C(=O)[C@@H]3CCCN3[C@H]2c2cccc(C)c2)cc1
**Total energy**: -28172.727 eV

***

# 5
C4H4OS in the gas phase in a non-equilibrium geometry. Source: OMol25; level of theory: ωB97M-V/def2-TZVPD.

Geometry (Å):
C 0.226 1.355 0.050
C 0.013 0.059 -0.038
C -1.407 -0.344 -0.025
O -1.720 -1.541 0.069
C 1.020 -1.005 0.007
S 2.658 -0.684 0.029
H -0.581 2.065 0.183
H 1.242 1.690 -0.089
H -2.137 0.456 -0.077
H 0.687 -2.052 -0.109

Calculated values
**Orbital gap**: 7.732 eV
**LUMO level**: -1.345 eV
**ΔE to the lowest compared entry with this formula, charge and spin**: 1.563 eV
**Total charge**: 0
**Highest occupied orbital energy**: -9.08 eV
**SMILES**: C=C(C=O)C=S
**Total energy**: -17093.582 eV

***

# 6
A molecular structure, C15H19IrN2O5S4. Source: OMol25; level of theory: ωB97M-V/def2-TZVPD.

Geometry (Å):
Ir 0.031 -0.048 -0.669
C 3.127 -0.683 -2.080
C 2.325 -1.918 -2.478
S 1.123 -2.560 -1.298
C 2.102 -3.015 0.147
C 1.275 -2.672 1.374
S 0.659 -0.972 1.452
C 2.139 0.039 1.749
C 3.075 0.218 0.566
S 2.271 0.568 -1.060
H 4.036 -0.936 -1.538
H 3.415 -0.162 -2.991
H 1.702 -1.684 -3.337
H 3.001 -2.727 -2.757
H 2.278 -4.092 0.123
H 3.069 -2.520 0.144
H 0.369 -3.280 1.412
H 1.824 -2.849 2.300
H 1.717 0.993 2.057
H 2.670 -0.386 2.601
H 3.732 1.064 0.764
H 3.707 -0.655 0.438
O 0.079 1.530 0.485
C -0.963 2.084 1.134
C -0.648 3.245 1.848
C -1.601 3.907 2.587
C -2.907 3.423 2.638
C -3.229 2.291 1.928
C -2.280 1.603 1.156
C -2.702 0.437 0.391
N -1.924 -0.423 -0.253
C -2.727 -1.365 -0.867
C -4.013 -1.079 -0.566
N -3.979 0.049 0.222
H 0.368 3.613 1.785
H -1.333 4.806 3.126
H -3.660 3.930 3.224
H -4.245 1.922 1.986
H -2.318 -2.140 -1.489
H -4.932 -1.562 -0.842
H -4.784 0.534 0.577
O 1.020 0.599 -3.651
S -0.361 0.330 -3.320
O -1.312 0.393 -4.370
O -0.418 -1.030 -2.557
O -0.779 1.177 -2.091

Calculated values
**Expectation value of S²**: 0.757
**Orbital gap (alpha / beta)**: 7.902 / 5.763 eV
**LUMO level (alpha / beta)**: -3.323 / -5.465 eV
**ΔE to the lowest compared entry with this formula, charge and spin**: 0.122 eV
**Total charge**: +1
**Highest occupied orbital energy (alpha / beta)**: -11.23 / -11.23 eV
**Spin multiplicity**: 2
**Total energy**: -75255.609 eV